No. 1
Here is a molecular structure, C18H33O3P3Re in a non-equilibrium geometry from OMol25. Energies are from ωB97M-V/def2-TZVPD.

Geometry as XYZ:
```
58
Properties=species:S:1:pos:R:3:forces:R:3
P 2.88828 -0.81044 0.05285 2.286 -0.260 0.521
C 3.50605 -0.90612 1.75722 -1.023 0.136 0.499
H 4.59124 -1.06474 1.78288 -0.057 0.044 -0.345
H 3.01699 -1.71490 2.30810 0.185 -0.049 -0.121
H 3.26755 0.01998 2.29454 0.192 -0.050 -0.110
C 3.20165 -2.45073 -0.67736 -0.710 0.077 -0.389
H 3.18599 -2.40761 -1.76922 0.241 -0.050 0.154
H 2.37680 -3.10975 -0.36862 0.306 0.008 0.065
H 4.14970 -2.88284 -0.33340 -0.067 0.272 0.077
C 3.84662 0.56485 -0.67418 -0.653 0.353 -0.396
H 4.87248 0.26247 -0.91900 -0.107 -0.129 0.179
H 3.85314 1.40788 0.03227 0.182 -0.392 -0.038
H 3.36270 0.93207 -1.58663 0.343 -0.099 0.140
P -0.89456 3.01655 -0.55401 -1.505 3.386 -0.696
C -1.09104 3.99966 0.96270 0.489 -1.042 0.666
H -1.49799 4.99566 0.76878 -0.019 -0.057 -0.416
H -0.12362 4.09085 1.45833 -0.001 0.204 -0.007
H -1.75506 3.47469 1.65200 -0.106 0.120 -0.003
C 0.26675 3.98800 -1.58514 0.609 -0.901 -0.178
H 0.27807 3.66022 -2.62660 -0.189 0.172 0.051
H 1.27856 3.81531 -1.20370 -0.024 0.209 0.090
H 0.08091 5.06690 -1.55666 -0.340 -0.129 0.241
C -2.57720 3.03894 -1.30947 0.020 -1.023 -0.038
H -2.85574 4.02527 -1.71158 0.355 -0.082 0.242
H -3.30865 2.72711 -0.54828 0.223 0.316 -0.162
H -2.64080 2.30191 -2.12162 -0.110 0.375 0.127
P -2.01375 -2.19990 0.05852 -0.754 -0.869 0.650
C -2.62538 -2.43020 1.74892 0.412 0.699 0.353
H -3.32421 -3.27321 1.77939 0.033 -0.017 -0.226
H -3.14294 -1.53194 2.09967 -0.140 -0.127 -0.121
H -1.81604 -2.61913 2.45962 -0.054 -0.146 -0.176
C -3.50650 -1.89238 -0.93450 0.319 0.258 -0.422
H -4.30291 -2.58439 -0.63446 0.148 0.028 0.014
H -3.31340 -1.98759 -2.00640 -0.209 -0.182 0.198
H -3.83974 -0.85933 -0.75243 -0.035 -0.318 0.142
C -1.02140 -3.67580 -0.30585 0.271 0.174 -0.430
H -1.67413 -4.54896 -0.42280 0.044 0.034 0.115
H -0.31086 -3.83502 0.51792 -0.390 -0.049 -0.026
H -0.42922 -3.54467 -1.21750 -0.285 -0.214 0.161
Re -0.05761 -0.02784 -0.34340 0.259 -0.767 -2.256
C 0.95691 1.34898 0.53166 3.449 4.263 3.124
O 1.58912 2.16803 1.12176 -2.964 -3.919 -2.724
C -1.61627 0.57334 0.57861 -4.958 2.052 3.314
O -2.56596 0.96694 1.17577 4.380 -1.978 -2.739
C -1.31992 -0.10727 -2.77972 -0.108 -0.145 -0.027
C -0.77074 -1.39410 -2.70261 0.168 -0.156 0.212
C 0.62224 -1.56556 -2.63117 -0.121 -0.354 -0.234
C 1.46121 -0.46094 -2.74419 0.438 0.286 0.346
C 0.92546 0.83588 -2.78415 -0.220 0.096 -0.305
C -0.46201 0.99819 -2.92293 -0.081 0.064 0.545
H -2.40668 -0.00035 -2.73517 0.345 0.146 -0.447
H -1.41886 -2.26560 -2.75041 0.156 0.160 0.118
H 1.07635 -2.55460 -2.53586 -0.323 0.212 -0.291
H 2.53751 -0.61401 -2.83276 -0.288 0.128 0.150
H 1.55237 1.72761 -2.75630 0.033 -0.332 -0.371
H -0.86620 1.98014 -3.15972 0.044 -0.249 0.207
O 0.46406 -1.56919 2.26591 -0.290 1.727 -5.129
C 0.34037 -1.09801 1.18416 0.202 -1.912 6.121
```
Forces are in eV/Å.

Results
- E_HOMO (alpha / beta): -21.24 / -23.46 eV
- Multiplicity: 4
- ⟨S²⟩: 3.7923
- Charge: +4

Results of the natural (NBO) charge analysis, in e, for atoms 1 through 5:
1 P 1.28
2 C -0.99
3 H 0.33
4 H 0.29
5 H 0.28

=====

No. 2
Here is a molecular structure, C18H34CaN3O2P in a non-equilibrium geometry from OMol25. Energies are from ωB97M-V/def2-TZVPD.

Geometry as XYZ:
```
59
Properties=species:S:1:pos:R:3:forces:R:3
N 1.45124 4.73389 -0.47615 0.491 -1.074 0.683
P 1.82252 3.47149 0.40813 -0.245 3.215 -1.895
C 3.62254 2.99614 0.11325 1.360 -0.194 1.519
N 4.18053 2.31661 1.32414 -1.189 0.266 -0.980
O 3.89663 2.29859 -1.12429 -0.795 -1.162 0.888
C 2.88461 1.42731 -1.54095 -1.024 0.429 -1.102
O 2.11219 1.83507 -2.36261 0.303 -0.393 0.396
C 2.68709 -0.06249 -1.09306 1.437 -0.276 0.350
C 3.63978 -0.59711 0.03858 -0.956 -1.398 -0.311
C 3.38212 -2.17325 0.21493 0.342 1.264 2.087
C 2.03167 -2.33493 1.05916 -0.894 -0.581 -1.455
C 0.90817 -2.92967 0.03167 -0.434 0.042 1.648
C -0.61037 -2.62187 0.45157 0.250 -0.141 -0.733
C -1.66975 -3.12230 -0.62649 0.726 -0.491 -0.026
C -1.42449 -2.49624 -2.05578 -0.273 0.599 0.250
C -1.68932 -0.94030 -2.10711 0.062 -0.586 -0.089
C -3.16068 -0.55794 -1.70849 -0.164 0.380 -0.430
C -3.35769 1.00009 -1.48419 0.495 -0.780 -0.525
C -2.45957 1.58336 -0.33739 -0.840 1.109 -0.261
N -3.12630 1.54686 0.99131 0.965 -0.682 -0.269
C -4.41519 1.94695 1.32306 1.057 -0.982 3.260
C -4.54442 1.68271 2.76240 1.368 -0.269 -1.795
C -3.28174 1.08654 3.22733 -0.226 0.823 -2.452
C -2.38934 1.03870 2.06112 -2.973 0.197 2.459
H 2.24363 5.02140 -1.05375 -0.398 0.108 0.115
H 1.69859 3.73977 1.81890 0.143 -0.830 -0.423
H 0.88418 2.44719 0.07184 0.584 -0.521 0.760
H 4.19212 3.96603 0.05233 -0.877 -0.855 -0.429
H 4.87066 1.61489 1.06121 -0.193 0.257 0.190
H 3.38532 1.91615 1.82091 0.704 -0.330 0.164
H 2.88886 -0.70353 -2.00101 -0.224 0.892 0.682
H 1.60290 -0.22886 -0.84387 0.948 0.493 -0.151
H 4.72578 -0.48968 -0.20511 -1.008 0.316 0.202
H 3.36311 -0.14773 1.02644 0.712 -0.162 -0.909
H 4.20248 -2.53422 0.89424 -0.589 0.031 -1.073
H 3.34797 -2.71061 -0.76090 0.013 0.231 0.940
H 1.68748 -1.34958 1.50194 0.375 -0.819 -0.507
H 2.18442 -3.03968 1.96615 0.937 0.589 -1.156
H 1.01970 -4.05264 -0.03271 0.049 1.003 -0.188
H 1.16820 -2.51349 -0.97012 -0.524 -0.257 0.889
H -0.79955 -1.54766 0.73304 0.307 -0.865 -0.245
H -0.84827 -3.23902 1.40369 -0.895 0.540 -1.453
H -2.70376 -2.95240 -0.23190 0.957 -0.063 -0.451
H -1.51495 -4.23021 -0.72804 -0.271 0.850 0.158
H -0.37067 -2.70416 -2.39950 -1.093 0.072 0.292
H -2.11575 -2.99675 -2.77774 0.570 0.238 0.641
H -0.90925 -0.45181 -1.46005 -0.758 -0.184 -0.469
H -1.48158 -0.59998 -3.15956 -0.197 -0.210 1.045
H -3.54735 -1.15029 -0.83367 0.502 0.692 -0.606
H -3.83494 -0.83357 -2.57029 0.693 0.131 0.835
H -3.08884 1.50390 -2.45644 -0.200 -0.401 1.019
H -4.45830 1.17207 -1.33559 1.169 0.092 0.142
H -1.48200 1.05941 -0.19930 -0.891 0.295 -0.340
H -2.21245 2.65766 -0.56158 -0.217 -0.975 0.105
H -5.13977 2.39038 0.61558 0.842 -0.404 0.531
H -5.44107 1.90255 3.38289 0.950 -0.247 -0.694
H -3.07338 0.78560 4.27232 -0.039 0.288 -0.976
H -1.34165 0.66721 2.02340 -1.029 0.631 -0.374
Ca 0.40789 -3.49656 2.84609 0.106 0.058 0.515
```
Forces are in eV/Å.

Results
- E_HOMO: -12.47 eV
- Charge: +2

Results of the natural (NBO) charge analysis, in e, for atoms 1 through 5:
1 N -1.27
2 P 1.23
3 C -0.05
4 N -0.83
5 O -0.53

=====

No. 3
Here is 5 unconnected molecules or ions with the total composition C18H34Cl8FN2O3 in a non-equilibrium geometry from OMol25. Energies are from ωB97M-V/def2-TZVPD.

Geometry as XYZ:
```
66
Properties=species:S:1:pos:R:3:forces:R:3
C -0.49305 -3.57431 -0.41591 3.814 5.612 3.195
C 0.10876 -2.52780 0.10135 -3.602 -4.991 -2.825
N 0.56005 -1.16671 0.58250 -0.769 -3.367 -0.250
C 2.04349 -1.18426 0.64298 3.710 -1.162 1.199
C 2.87318 -0.08686 -0.16966 1.272 0.077 -0.159
N 2.12764 1.08926 -0.70753 -0.975 -1.330 0.954
C 0.78697 0.71758 -1.26821 1.243 -1.463 -0.461
C 1.12547 -0.36225 -2.47469 -0.679 0.316 0.079
C 2.30040 0.13603 -3.46328 -0.645 -0.273 -1.565
O 3.39616 -0.84897 -3.59550 -0.170 2.235 1.558
C 0.12139 1.97115 -2.02388 0.521 1.983 -0.998
F -1.24335 2.29614 -1.67443 1.948 -1.284 -0.026
C 0.97126 3.37327 -1.88988 -1.460 0.541 -0.129
C -0.09194 4.56953 -2.25454 0.490 0.728 0.437
C -0.12597 -0.09078 -0.22579 -3.442 1.427 -2.321
O -0.95792 0.64591 0.67957 1.796 -0.181 -0.739
C -0.36212 1.77541 1.33277 0.199 1.619 2.017
C 0.66175 1.43937 2.55035 -0.517 0.712 1.198
C -0.02707 0.54386 3.73590 -0.250 0.524 -1.538
O 0.93662 2.74880 3.19056 1.159 -0.782 -1.667
H -1.16680 -4.48747 -0.64131 2.208 1.784 0.195
H 0.19163 -1.11640 1.56762 0.085 0.343 -0.980
H 2.36936 -1.12679 1.76310 -0.893 -0.044 -1.988
H 2.40769 -2.23598 0.29212 -0.833 1.999 0.606
H 3.68993 0.33965 0.54803 -1.514 -0.817 -1.288
H 3.47225 -0.63129 -1.01099 -1.351 0.997 1.416
H 2.08033 1.77158 0.06243 -0.360 -0.376 -0.763
H 1.38063 -1.40922 -2.07712 -0.218 1.538 -0.541
H 0.11993 -0.46413 -3.05418 1.824 0.059 0.913
H 2.72463 1.17897 -3.23386 -0.765 -1.608 0.047
H 1.83365 0.20161 -4.52785 0.799 -0.074 1.841
H 4.14124 -0.40563 -3.09783 -0.878 -0.977 -0.919
H 0.10711 1.77768 -3.17670 -0.180 0.033 2.201
H 1.88063 3.39346 -2.60643 -1.619 -0.225 1.283
H 1.32268 3.58713 -0.81893 -0.375 -0.476 -1.626
H -0.70107 4.34947 -3.20280 0.937 0.260 1.507
H 0.46466 5.58488 -2.40873 -0.812 -1.968 0.173
H -0.80951 4.76566 -1.35592 1.222 -0.611 -1.759
H -0.88014 -0.68245 -0.90021 1.291 1.157 1.457
H 0.15825 2.55617 0.66949 -0.898 -1.412 0.475
H -1.23851 2.35692 1.84500 1.550 -1.232 -1.000
H 1.68972 1.04667 2.21692 -1.584 0.147 0.266
H 0.66590 -0.30956 4.06704 -1.123 1.397 -0.290
H -0.34424 1.23429 4.61818 0.890 -1.280 -1.735
H -1.01006 0.11702 3.30538 1.605 0.487 0.683
H 1.75466 3.11941 2.75372 -1.363 -0.426 0.791
C -4.64612 -3.80199 0.34602 -0.636 -0.036 0.023
Cl -5.34530 -2.61105 1.44798 0.027 -0.085 -0.043
Cl -2.91640 -3.50812 0.10317 -1.530 0.155 0.376
H -4.78050 -4.79796 0.76837 0.138 0.209 -0.010
H -5.15533 -3.73749 -0.61632 0.259 0.144 0.395
C -1.23310 -1.12575 6.91748 -0.100 -0.130 0.340
Cl 0.09286 0.04223 6.94546 0.003 -0.096 0.370
Cl -1.75667 -1.47534 5.26150 -0.282 -0.339 0.301
H -0.89697 -2.05154 7.38422 0.009 0.173 -0.197
H -2.07550 -0.71684 7.47532 0.154 0.008 -0.220
C -7.86319 -5.20428 -2.18976 -0.393 -0.180 -0.037
Cl -8.56146 -4.01388 -1.08610 -0.004 -0.077 -0.027
Cl -6.13594 -4.91202 -2.43303 -0.008 -0.233 -0.383
H -7.99802 -6.20042 -1.76846 0.124 0.228 -0.003
H -8.37240 -5.13831 -3.15122 0.182 0.105 0.168
C 5.36245 2.73372 -2.03865 0.109 0.297 -0.163
Cl 4.12481 3.06711 -0.82103 0.748 0.643 -0.018
Cl 5.93323 1.06356 -1.92757 0.037 -0.070 -0.077
H 4.93818 2.89808 -3.02935 0.004 -0.109 0.208
H 6.20484 3.40741 -1.88194 -0.130 -0.221 0.068
```
Forces are in eV/Å.

Results
- E_HOMO: -12.39 eV
- Charge: +1

Results of the natural (NBO) charge analysis, in e, for atoms 1 through 5:
1 C -0.16
2 C 0.05
3 N -0.44
4 C -0.28
5 C -0.26